Below is C14H17IN2O2Ti as an isolated structure in a non-equilibrium geometry, with properties calculated with ωB97M-V/def2-TZVPD.

As for the HOMO energy (spin up / spin down): -5.687 / -8.309 eV. The value obtained for the maximum force is 5.83 eV/A. Its spin multiplicity is 3.

Last column: Mulliken spin population.
Geometry (Å):
C (0.790, 0.773, 3.372)  0.00
C (0.785, -0.666, 3.381)  0.01
H (1.745, 1.030, 2.974)  0.00
H (0.495, 1.046, 4.375)  0.00
H (0.064, 1.233, 2.649)  0.00
H (0.853, -1.170, 2.356)  -0.01
H (1.741, -0.877, 3.845)  0.00
H (-0.125, -0.975, 3.817)  0.00
C (0.623, 2.672, -1.009)  0.01
C (0.718, 3.461, -2.130)  0.10
C (0.596, 2.885, -3.384)  0.04
C (0.434, 1.512, -3.546)  0.05
H (0.728, 2.956, 0.038)  0.00
H (0.839, 4.534, -1.975)  0.01
H (0.595, 3.507, -4.264)  0.00
H (0.351, 1.035, -4.510)  0.01
N (0.310, 1.386, -1.213)  0.10
C (0.269, 0.723, -2.415)  0.08
C (0.042, -0.721, -2.411)  0.21
N (-0.080, -1.439, -1.222)  0.15
C (0.040, -2.744, -0.975)  0.08
C (-0.085, -2.913, -3.350)  0.18
C (-0.067, -3.523, -2.093)  0.05
H (0.251, -3.025, 0.072)  0.01
H (-0.079, -4.600, -1.955)  0.01
C (0.026, -1.531, -3.523)  -0.07
H (0.172, -1.043, -4.467)  0.01
H (-0.119, -3.517, -4.233)  0.02
Ti (0.100, -0.055, -0.040)  0.94
I (2.771, -0.146, 0.296)  0.01
C (-2.294, -0.014, 4.040)  0.00
O (-2.222, 0.170, 2.544)  0.00
C (-1.398, -0.047, 1.550)  0.00
O (-1.815, 0.194, 0.350)  0.00
H (-3.283, 0.383, 4.215)  0.00
H (-1.525, 0.580, 4.561)  0.00
H (-2.248, -1.076, 4.279)  0.00

Atomic forces in eV per Å
-1.2 2.1 -1.6
0.9 -2.4 -2.3
0.9 1.2 0.5
0.7 1.0 0.3
0.4 -0.3 0.8
-0.1 0.8 1.4
-0.3 -1.1 0.8
-0.4 -1.3 0.9
-0.5 -1.0 -1.3
0.2 1.4 1.1
-0.2 -1.0 -0.8
-0.1 0.7 -0.3
0.0 0.3 -0.4
0.1 -0.3 -0.4
0.2 0.1 -0.1
0.1 0.3 -0.2
0.2 1.3 -1.1
-0.1 0.1 0.5
0.0 -0.3 0.0
0.5 1.1 0.2
-0.2 -0.5 -1.5
0.0 1.4 -1.3
0.3 -1.3 1.7
-0.4 -0.2 -0.8
0.1 0.1 -0.4
0.0 -1.1 -0.2
-0.1 -0.4 -0.6
0.0 -0.3 -0.3
0.3 -1.1 5.7
0.5 0.0 0.1
0.7 0.2 -1.8
-1.6 0.2 0.2
0.8 -0.1 -1.1
-1.3 0.6 2.1
-0.1 0.0 0.3
-0.4 -0.4 -0.4
0.1 0.1 -0.1